Below is a cluster of 2 separate species, C5H12S in total, with properties calculated with ωB97M-V with the def2-TZVPD basis set.

```
18
Properties=species:S:1:pos:R:3:forces:R:3:mulliken_charge:R:1
S 1.025 -0.719 -1.083 0.0 -0.1 0.1 -0.014
C -0.994 2.337 1.099 -0.2 0.0 0.9 0.061
C 1.258 -1.938 -2.381 0.2 0.3 -0.2 -0.920
C -1.459 2.201 -0.143 -0.2 -0.2 0.9 -0.611
C 0.291 -1.886 0.083 -0.1 0.3 0.1 -0.748
C -0.041 1.583 1.977 0.6 -1.2 0.3 -0.948
H 0.287 -2.404 -2.522 0.1 -0.3 -0.4 0.250
H -1.496 3.099 1.692 -0.3 -0.1 0.0 0.214
H 0.173 -1.355 1.026 0.1 -0.2 0.1 0.202
H 0.347 2.119 2.848 0.4 0.7 -0.7 0.341
H -0.698 -2.227 -0.224 0.0 0.1 -0.2 0.279
H -0.498 0.768 2.562 -0.8 0.1 -0.6 0.236
H 1.598 -1.429 -3.281 -0.2 0.0 -0.1 0.331
H 2.032 -2.662 -2.126 -0.2 -0.1 0.2 0.302
H -2.422 2.686 -0.248 0.3 0.4 -0.8 0.209
H 0.749 1.020 1.477 0.3 0.5 -0.2 0.230
H -1.105 1.551 -0.929 0.1 -0.2 0.2 0.269
H 0.954 -2.744 0.174 0.0 0.0 0.3 0.317
```
Positions in Å, forces in eV/Å.

- SMILES string: C=CC.CSC
- Electronic energy: -16213.425 eV
- Strongest force on any atom: 0.0260 Eh/bohr

***

Below is an isolated molecule of C3H7NO3, with properties calculated with ωB97M-V with the def2-TZVPD basis set.

```
14
Properties=species:S:1:pos:R:3:forces:R:3:mulliken_charge:R:1
O 2.073 -0.210 -0.916 -0.8 -0.3 0.2 -0.514
O 1.555 1.061 0.946 -0.7 -0.6 0.1 -0.478
O 0.752 -1.636 0.875 -1.1 -0.8 -0.4 -0.698
N -0.456 -0.114 -0.229 2.7 -0.5 0.2 -0.054
C -0.361 -1.272 0.430 1.2 1.4 1.6 0.053
C -1.735 0.531 -0.411 -0.5 0.4 0.0 -0.876
C 1.176 0.587 -0.272 -2.0 0.7 -1.2 -0.002
H -2.211 0.764 0.550 0.2 0.1 -0.1 0.343
H 0.929 1.424 -0.921 0.3 0.1 0.1 0.313
H -2.438 -0.105 -0.957 0.2 -0.1 0.0 0.334
H -1.672 1.460 -0.985 0.3 -0.2 0.1 0.276
H 2.080 -1.068 -0.456 0.0 0.1 0.1 0.451
H -1.297 -1.719 0.803 0.0 -0.4 -0.6 0.419
H 1.605 0.298 1.544 0.1 0.0 0.0 0.433
```
Positions in Å, forces in eV/Å.

- SMILES string: CN(C=O)C(O)O
- Electronic energy: -10856.162 eV
- Strongest force on any atom: 0.0542 Eh/bohr

***

Below is a cluster of 2 separate species, C4H12OS2 in total, with properties calculated with ωB97M-V with the def2-TZVPD basis set.

```
19
Properties=species:S:1:pos:R:3:forces:R:3:mulliken_charge:R:1
S 1.210 0.820 0.257 -0.2 -0.5 -0.3 -0.077
S 0.248 -0.628 -0.869 0.4 0.0 0.1 -0.110
O 1.222 -4.845 2.969 -2.2 -2.6 -0.7 -0.618
C -1.884 1.312 -0.839 0.6 0.0 -0.4 -0.066
C 1.963 1.798 -1.057 0.7 0.3 -0.4 -0.868
C -1.489 -0.181 -0.792 -1.6 0.2 0.9 -0.650
C -2.665 1.746 0.392 -0.7 -0.4 -0.3 -1.258
H -2.426 1.609 -1.739 -0.1 -0.4 -0.1 0.331
H -3.482 1.033 0.555 0.0 0.0 0.1 0.353
H 3.024 1.622 -1.210 0.2 -0.6 0.4 0.332
H 0.347 -4.501 3.165 0.1 0.1 0.0 0.316
H -2.074 1.768 1.301 0.2 0.1 0.1 0.284
H 1.823 -4.190 3.151 2.1 2.5 0.7 0.301
H -3.158 2.702 0.228 0.2 0.2 0.1 0.367
H -2.056 -0.847 -1.453 0.5 0.3 -0.7 0.387
H -1.938 -0.532 0.137 0.6 -0.2 0.5 0.332
H -0.951 1.862 -0.895 0.1 0.3 0.1 0.044
H 1.935 2.854 -0.815 -0.6 0.2 0.0 0.305
H 1.513 1.565 -2.017 -0.4 0.2 0.1 0.295
```
Positions in Å, forces in eV/Å.

- SMILES string: CCCSSC.O
- Electronic energy: -28060.218 eV
- Strongest force on any atom: 0.0685 Eh/bohr

***

Below is a structure of composition C4H6O2, with properties calculated with ωB97M-V with the def2-TZVPD basis set.

```
12
Properties=species:S:1:pos:R:3:forces:R:3:mulliken_charge:R:1
O 1.548 1.354 0.921 0.2 -0.4 -0.4 -0.456
O -1.925 -0.624 -0.432 -0.1 -0.2 0.0 -0.344
C -1.379 0.462 0.363 0.1 0.1 0.1 -0.189
C -0.348 -0.570 0.592 0.2 0.3 0.0 -0.422
C 1.802 0.481 0.125 0.0 0.3 0.2 0.100
C 0.775 -0.499 -0.400 0.0 -0.1 0.0 -0.479
H 1.257 -1.472 -0.550 0.0 0.2 0.0 0.322
H -2.026 0.751 1.195 0.2 -0.1 -0.1 0.212
H 2.827 0.355 -0.279 -0.1 0.1 0.1 0.344
H -1.813 -1.405 0.171 -0.4 0.0 -0.2 0.469
H 0.463 -0.134 -1.395 0.0 0.0 0.1 0.257
H -1.181 1.300 -0.312 0.0 -0.2 0.1 0.186
```
Positions in Å, forces in eV/Å.

- Electronic energy: -8335.549 eV
- Strongest force on any atom: 0.0108 Eh/bohr

***

Below is an isolated molecule of C5H10N2O, with properties calculated with ωB97M-V with the def2-TZVPD basis set.

```
18
Properties=species:S:1:pos:R:3:forces:R:3:mulliken_charge:R:1
O 1.907 -0.683 -0.131 1.1 1.8 2.1 -0.644
N 0.413 1.649 0.233 1.8 0.9 1.4 -0.093
N 1.456 1.577 0.954 -1.5 0.3 -1.2 -0.390
C -0.574 -0.723 0.204 1.5 -0.9 -1.2 0.987
C -0.393 -1.338 1.362 0.0 0.0 0.0 -1.122
C -1.917 -0.472 -0.405 0.1 0.1 0.1 -1.366
C 0.731 -0.433 -0.755 -2.8 0.3 1.5 -0.336
C 0.620 1.081 -1.081 0.3 -0.3 -0.2 -0.496
H -1.220 -1.721 1.940 -0.2 0.2 0.1 0.328
H 1.252 1.906 1.903 -0.3 0.0 -0.1 0.231
H 0.556 -1.062 -1.635 0.3 0.2 0.0 0.453
H 1.557 1.411 -1.539 -0.1 0.0 0.1 0.316
H -1.936 -0.777 -1.452 0.0 0.0 -0.1 0.290
H -2.162 0.590 -0.359 -0.1 0.1 -0.1 0.294
H 2.040 0.215 0.587 -0.2 -2.5 -2.3 0.449
H -0.237 1.324 -1.706 0.0 0.0 0.0 0.369
H -2.692 -1.023 0.127 0.0 0.0 0.0 0.420
H 0.597 -1.522 1.752 0.1 -0.1 -0.1 0.310
```
Positions in Å, forces in eV/Å.

- SMILES string: [H]/N=N/C[C@@H](O)C(=C)C
- Electronic energy: -10371.864 eV
- Strongest force on any atom: 0.0663 Eh/bohr

***

Below is a structure of composition C26H51IIrN2O4SSi3, with properties calculated with ωB97M-V with the def2-TZVPD basis set.

```
89
Properties=species:S:1:pos:R:3:forces:R:3:mulliken_charge:R:1
Ir -0.993 -0.771 1.604 0.8 -0.1 0.0 -0.909
I -3.817 -0.549 3.946 0.0 0.0 0.0 -0.110
S -0.048 -0.052 -0.575 -0.3 0.1 -0.1 0.407
Si 1.665 -0.508 -1.728 0.2 -0.2 0.0 0.022
Si 0.081 1.749 3.712 -0.1 0.1 0.0 0.484
Si -3.528 -1.237 -0.187 -0.1 0.1 0.1 0.342
O 1.450 0.165 -3.201 0.0 0.1 0.1 -0.569
O 1.973 -2.090 -2.031 0.0 0.1 0.2 -0.015
O 3.044 0.138 -1.135 0.0 -0.1 0.0 -0.374
O 1.513 -2.048 2.826 0.0 -0.3 -0.1 -0.474
N -2.678 -0.041 0.797 -0.2 -0.2 -0.2 0.837
N -0.962 1.085 2.405 0.1 -0.1 0.1 0.476
C 0.824 3.381 3.160 0.0 0.0 -0.1 -1.380
C -3.630 -0.730 -1.975 0.0 0.0 -0.1 -0.739
C 3.372 1.453 -0.675 0.0 0.0 0.0 1.853
C -2.009 1.837 1.980 0.0 0.1 0.1 0.917
C 1.525 0.680 4.169 0.0 -0.1 -0.1 -0.949
C -1.949 -1.434 3.333 -0.1 0.0 0.1 -1.492
C 3.051 -4.169 -2.246 0.0 0.0 0.0 -1.994
C 1.192 -3.849 -0.612 0.0 0.0 0.0 -1.025
C -5.238 -1.553 0.479 -0.1 0.0 0.0 -1.125
C -0.097 -1.371 -4.262 0.0 0.0 0.0 -1.309
C 4.860 1.623 -0.944 0.0 0.0 0.0 -1.985
C 3.089 1.516 0.819 0.0 0.0 0.0 -1.176
C -2.446 -2.745 0.076 -0.1 -0.1 0.1 -0.734
C 0.442 0.053 -4.208 0.0 0.0 0.0 1.902
C 2.412 -3.207 -1.253 0.0 0.0 -0.2 1.930
C -2.288 3.163 2.412 0.0 0.0 0.0 -0.986
C -4.036 1.965 0.561 0.0 0.0 0.0 -0.836
C -0.662 1.059 -3.909 0.0 0.0 0.0 -1.205
C 3.434 -2.791 -0.203 0.0 0.1 0.0 -1.484
C -4.245 3.244 0.976 0.0 0.1 0.1 -1.036
C -0.984 1.973 5.228 0.0 0.0 0.1 -1.206
C 0.608 -1.569 2.343 -0.2 0.7 0.0 0.600
C 2.574 2.520 -1.417 0.0 0.0 0.0 -1.622
C -3.366 3.840 1.916 -0.1 0.0 -0.1 -1.248
C 1.131 0.400 -5.522 0.0 0.0 0.0 -1.907
C -2.931 1.229 1.065 0.0 0.0 0.0 1.458
H -1.397 -2.549 -0.186 0.0 0.0 0.0 -0.244
H 2.023 1.367 1.000 0.0 0.0 0.0 -0.080
H 0.486 -4.156 -1.387 0.0 0.0 0.0 0.284
H -5.213 -1.957 1.491 0.0 0.0 0.0 0.259
H 0.359 3.811 2.274 0.0 0.0 0.0 0.371
H 0.695 -3.124 0.028 0.0 0.0 0.1 -0.267
H 1.881 3.238 2.935 0.0 0.0 0.0 0.446
H 5.423 0.832 -0.445 0.0 0.0 0.0 0.397
H -1.330 -1.281 4.215 0.0 0.0 0.0 0.551
H 1.262 -0.230 4.703 0.0 -0.1 0.0 0.325
H 3.012 -2.062 0.491 0.0 0.0 0.0 0.000
H 3.907 -3.694 -2.727 0.0 0.0 0.0 0.431
H 1.957 -0.289 -5.703 0.0 0.0 0.0 0.420
H 3.390 -5.074 -1.739 0.0 0.0 0.0 0.407
H -2.180 -2.499 3.274 0.0 0.0 0.0 0.680
H 4.294 -2.326 -0.684 0.0 0.0 0.0 0.352
H -4.708 1.491 -0.143 0.0 0.0 0.0 0.344
H 2.138 1.284 4.845 -0.1 0.0 0.0 0.467
H -2.521 -3.145 1.092 0.0 0.0 0.0 0.320
H 2.332 -4.447 -3.018 0.0 0.0 0.0 0.357
H 1.506 2.416 -1.216 0.0 0.0 0.0 0.235
H -1.803 2.674 5.065 0.0 0.0 0.1 0.348
H -1.427 1.028 5.548 0.0 0.0 0.0 0.273
H 2.893 3.511 -1.090 0.0 0.0 0.0 0.546
H 0.428 0.335 -6.354 0.0 0.0 0.0 0.417
H -1.652 3.651 3.133 0.0 0.0 0.0 0.367
H 0.714 -2.071 -4.463 0.0 0.0 0.0 0.290
H -0.371 2.356 6.048 0.0 0.0 0.0 0.385
H 3.766 -3.663 0.363 0.0 0.0 0.0 0.528
H 2.734 2.433 -2.492 0.0 0.0 0.0 0.337
H -0.551 -1.643 -3.307 0.0 0.0 0.0 -0.100
H 1.530 1.415 -5.479 0.0 0.0 0.0 0.334
H -2.739 -1.036 -2.521 0.1 0.0 0.0 -0.030
H -5.087 3.808 0.598 0.0 0.0 0.0 0.411
H -2.756 -3.553 -0.593 0.1 0.0 0.0 0.539
H 1.467 -4.722 -0.017 0.0 0.0 0.0 0.518
H -5.748 -2.270 -0.171 0.0 0.0 0.0 0.369
H -4.502 -1.192 -2.447 0.0 0.0 0.0 0.466
H 5.056 1.563 -2.015 0.0 0.0 0.0 0.443
H 5.211 2.589 -0.576 0.0 0.0 0.0 0.380
H 2.147 0.444 3.307 0.0 -0.1 0.0 0.076
H -0.233 2.059 -3.829 0.0 0.0 0.0 0.270
H -5.836 -0.640 0.502 0.0 0.0 0.0 0.310
H 3.387 2.487 1.221 0.0 0.0 0.0 0.541
H 0.753 4.111 3.972 0.0 0.0 0.0 0.475
H -1.403 1.061 -4.712 0.0 0.0 0.0 0.491
H -3.555 4.851 2.252 0.0 0.0 0.0 0.430
H -0.849 -1.463 -5.049 0.0 0.0 0.0 0.567
H -1.155 0.821 -2.967 0.0 0.0 0.0 -0.075
H 3.652 0.735 1.337 0.0 0.0 0.0 0.368
H -3.719 0.352 -2.085 0.0 0.0 0.0 0.329
```
Positions in Å, forces in eV/Å.

- Electronic energy: -84376.742 eV
- Strongest force on any atom: 0.0152 Eh/bohr
- Spin multiplicity: 2

***

What did the first record say?
Below is a cluster of 2 separate species, C5H12S in total, with properties calculated with ωB97M-V with the def2-TZVPD basis set.

```
18
Properties=species:S:1:pos:R:3:forces:R:3:mulliken_charge:R:1
S 1.025 -0.719 -1.083 0.0 -0.1 0.1 -0.014
C -0.994 2.337 1.099 -0.2 0.0 0.9 0.061
C 1.258 -1.938 -2.381 0.2 0.3 -0.2 -0.920
C -1.459 2.201 -0.143 -0.2 -0.2 0.9 -0.611
C 0.291 -1.886 0.083 -0.1 0.3 0.1 -0.748
C -0.041 1.583 1.977 0.6 -1.2 0.3 -0.948
H 0.287 -2.404 -2.522 0.1 -0.3 -0.4 0.250
H -1.496 3.099 1.692 -0.3 -0.1 0.0 0.214
H 0.173 -1.355 1.026 0.1 -0.2 0.1 0.202
H 0.347 2.119 2.848 0.4 0.7 -0.7 0.341
H -0.698 -2.227 -0.224 0.0 0.1 -0.2 0.279
H -0.498 0.768 2.562 -0.8 0.1 -0.6 0.236
H 1.598 -1.429 -3.281 -0.2 0.0 -0.1 0.331
H 2.032 -2.662 -2.126 -0.2 -0.1 0.2 0.302
H -2.422 2.686 -0.248 0.3 0.4 -0.8 0.209
H 0.749 1.020 1.477 0.3 0.5 -0.2 0.230
H -1.105 1.551 -0.929 0.1 -0.2 0.2 0.269
H 0.954 -2.744 0.174 0.0 0.0 0.3 0.317
```
Positions in Å, forces in eV/Å.

- SMILES string: C=CC.CSC
- Electronic energy: -16213.425 eV
- Strongest force on any atom: 0.0260 Eh/bohr

***

Repeat the fourth record exactly.
Below is a structure of composition C4H6O2, with properties calculated with ωB97M-V with the def2-TZVPD basis set.

```
12
Properties=species:S:1:pos:R:3:forces:R:3:mulliken_charge:R:1
O 1.548 1.354 0.921 0.2 -0.4 -0.4 -0.456
O -1.925 -0.624 -0.432 -0.1 -0.2 0.0 -0.344
C -1.379 0.462 0.363 0.1 0.1 0.1 -0.189
C -0.348 -0.570 0.592 0.2 0.3 0.0 -0.422
C 1.802 0.481 0.125 0.0 0.3 0.2 0.100
C 0.775 -0.499 -0.400 0.0 -0.1 0.0 -0.479
H 1.257 -1.472 -0.550 0.0 0.2 0.0 0.322
H -2.026 0.751 1.195 0.2 -0.1 -0.1 0.212
H 2.827 0.355 -0.279 -0.1 0.1 0.1 0.344
H -1.813 -1.405 0.171 -0.4 0.0 -0.2 0.469
H 0.463 -0.134 -1.395 0.0 0.0 0.1 0.257
H -1.181 1.300 -0.312 0.0 -0.2 0.1 0.186
```
Positions in Å, forces in eV/Å.

- Electronic energy: -8335.549 eV
- Strongest force on any atom: 0.0108 Eh/bohr

***

> Look up the electronic energy of the sixth one.

-84376.742 eV